Computed, not measured: C25H33Cl3N3O8Ti as an isolated structure in a non-equilibrium geometry, with ωB97M-V/def2-TZVPD.

```
73
C25H33Cl3N3O8Ti | the OMol25 dataset | ωB97M-V/def2-TZVPD
Ti -0.15808 -0.95485 -0.79127
C 0.30478 -3.98543 -1.53189
C 0.14971 -3.39241 -2.91001
O -0.75037 -2.27795 -2.84350
C -1.18776 -1.94547 -4.18165
C -1.29702 -0.47594 -4.43779
O -2.18071 0.19181 -3.56722
C -3.55785 0.09332 -3.88170
C -4.22465 -1.14593 -3.27860
O -3.70023 -1.53723 -2.02406
C -4.15920 -0.80354 -0.90762
C -3.41807 0.48793 -0.66848
O -2.00191 0.30922 -0.54454
C -1.49566 -0.15938 0.69705
C -1.18042 -2.63689 -0.07434
O 0.13675 -2.95403 -0.53930
H 1.29381 -4.40311 -1.40384
H -0.43193 -4.74849 -1.33117
H -0.26422 -4.15022 -3.56939
H 1.09967 -3.05459 -3.31427
H -2.13661 -2.44865 -4.34223
H -0.46755 -2.34457 -4.89702
H -1.59257 -0.34647 -5.48357
H -0.32144 -0.01752 -4.31449
H -3.70415 0.07983 -4.96461
H -4.02026 1.00203 -3.50936
H -4.09360 -2.00745 -3.92752
H -5.30012 -0.95813 -3.20430
H -4.04191 -1.45342 -0.04238
H -5.22403 -0.57494 -1.00692
H -3.77727 0.92805 0.25949
H -3.57121 1.20677 -1.46730
H -2.24668 -0.67533 1.27854
H -1.01661 0.64105 1.26697
H -1.94815 -2.94928 -0.77340
H -1.33114 -2.98819 0.93026
Cl 1.85772 1.66433 -4.25498
C 2.39518 1.44052 -2.58861
Cl 3.98614 0.68589 -2.57514
Cl 2.45083 2.97986 -1.74949
C 1.36917 0.46467 -1.92035
O 0.45580 0.91911 -1.17715
O 1.44779 -0.77731 -2.11349
C 1.91277 4.79705 1.27428
C 1.90030 3.79990 2.41286
C 0.82047 2.95106 2.62562
C 0.80079 2.04398 3.67988
C 1.89095 1.94817 4.53139
N 1.94538 1.00194 5.59807
C 1.35878 -0.23463 5.68448
O 1.17640 -0.82263 6.72773
N 0.95289 -0.78768 4.46772
C 1.57261 -0.66023 3.22322
C 2.83928 -0.12274 3.04173
C 3.34428 -0.03964 1.76210
C 2.57821 -0.44705 0.69609
N 1.33691 -0.92573 0.84810
C 0.87375 -1.05222 2.09606
C 2.97711 2.79574 4.34054
C 2.97245 3.71399 3.30214
H 1.02512 4.69492 0.64722
H 2.79410 4.66275 0.64000
H 1.94030 5.82256 1.65082
H -0.03779 3.00500 1.96129
H -0.06813 1.41521 3.83754
H 2.34129 1.30304 6.47129
H 0.31327 -1.55075 4.60178
H 3.42453 0.21726 3.88924
H 4.34024 0.34476 1.58312
H 2.98343 -0.43294 -0.29784
H -0.11667 -1.46850 2.20535
H 3.83203 2.72940 5.00804
H 3.82899 4.37033 3.17075
```

Values from the calculation:
- total energy (eV) = -107987.043
- frontier orbital gap (Ha) = 0.2876
- HOMO (eV) = -10.8628
- spin multiplicity = 1
- total charge = +1

Atomic charges from the Löwdin analysis, expressed in e, are listed below: 1.146 -0.095 -0.156 -0.181 -0.133 -0.170 -0.122 -0.161 -0.166 -0.133 -0.167 -0.132 -0.243 -0.192 -0.141 -0.271 0.142 0.137 0.140 0.133 0.126 0.138 0.142 0.085 0.133 0.120 0.116 0.132 0.127 0.138 0.140 0.122 0.081 0.072 0.084 0.086 0.679 -1.508 0.670 0.683 -0.758 -0.057 -0.069 -0.061 -0.263 -0.025 -0.030 -0.278 0.142 -0.520 0.094 0.143 -0.212 0.019 0.004 -0.093 0.021 -0.056 -0.027 -0.029 0.071 0.056 0.087 0.113 0.121 0.158 0.156 0.128 0.128 0.077 0.113 0.123 0.122

=====

Computed, not measured: C25H33FeN6O5PTe as an isolated structure in a non-equilibrium geometry, with ωB97M-V/def2-TZVPD.

```
72
C25H33FeN6O5PTe | the OMol25 dataset | ωB97M-V/def2-TZVPD
Fe 0.75145 0.80934 0.92517
O -0.12351 -3.95899 6.05203
C 0.49598 -4.10051 5.03465
O 1.11818 -5.15046 4.57732
C 0.73467 -2.95579 4.04701
C 1.58098 -3.01371 2.95230
C 1.68341 -1.88507 2.15011
N 0.96162 -0.79552 2.40454
C 0.21838 -0.69897 3.50596
C 0.06498 -1.78041 4.35981
C -0.32821 0.65924 3.75742
C -1.29024 0.93306 4.71396
C -1.68133 2.24995 4.90782
C -1.09342 3.24471 4.14766
C -0.14986 2.87877 3.19949
N 0.22206 1.61848 3.00067
C 2.65512 -1.73606 1.03429
C 3.33669 -2.80421 0.47908
C 4.30116 -2.54850 -0.48552
C 4.55002 -1.23913 -0.84737
C 3.79441 -0.23233 -0.26206
N 2.86134 -0.46917 0.65091
H 2.16851 -3.89436 2.74379
H -0.52743 -1.73558 5.26126
H -1.73687 0.13865 5.29581
H -2.43233 2.49154 5.64811
H -1.35784 4.28480 4.27610
H 0.32612 3.61860 2.56567
H 3.12108 -3.81974 0.78118
H 4.84751 -3.36321 -0.94122
H 5.30437 -0.99320 -1.58105
H 3.92961 0.80545 -0.54050
C -1.73102 -1.66715 0.66667
N -2.36720 -0.77218 -0.27451
C -2.69703 -1.38815 -1.54828
C -2.24223 0.57494 -0.13892
N -1.35651 1.09657 0.68266
N -3.06821 1.34231 -0.90179
C -2.77780 2.75335 -1.07486
C -4.46393 0.97742 -1.11247
H -2.27604 -2.61249 0.66269
H -1.77249 -1.24019 1.66269
H -0.69132 -1.85680 0.38876
H -1.84557 -1.98265 -1.88688
H -2.90160 -0.62698 -2.29310
H -3.56798 -2.04049 -1.45902
H -1.54260 2.08313 0.81580
H -3.15914 3.35620 -0.24084
H -3.26609 3.09518 -1.98662
H -1.70492 2.91245 -1.18741
H -4.67768 0.00677 -0.67420
H -4.70845 0.94856 -2.17665
H -5.11053 1.71761 -0.63381
C 3.89347 0.63065 -4.58188
C 2.77744 1.35190 -3.86795
O 2.16643 0.42399 -2.94346
P 1.00169 0.91774 -1.97098
O 0.64157 -0.23499 -1.06941
Te 1.55090 2.86549 -0.72100
O -0.18711 1.32382 -2.95731
C -0.64656 0.37900 -3.95012
C -1.91030 0.93451 -4.55931
H 4.36130 1.30112 -5.30280
H 3.51326 -0.24130 -5.11350
H 4.65337 0.30193 -3.87314
H 2.01880 1.70749 -4.56913
H 3.14970 2.21139 -3.30648
H -0.81237 -0.58926 -3.47625
H 0.13331 0.25634 -4.70360
H -2.67874 1.06012 -3.79599
H -2.28536 0.25866 -5.32866
H -1.71905 1.90635 -5.01338
```

Values from the calculation:
- total energy (eV) = -96605.254
- frontier orbital gap (alpha / beta) (Ha) = 0.2229 / 0.1414
- ⟨S²⟩ = 8.76
- HOMO (alpha / beta) (eV) = -9.4418 / -9.4344
- spin multiplicity = 6
- total charge = +1

Atomic charges from the Löwdin analysis, expressed in e, are listed below: 0.818 0.040 -0.672 -0.077 -0.060 0.091 -0.184 0.051 -0.202 0.083 -0.202 0.029 -0.017 -0.030 -0.126 0.025 -0.202 0.024 -0.019 -0.032 -0.143 0.056 0.125 0.125 0.128 0.125 0.117 0.105 0.125 0.123 0.111 0.077 -0.036 -0.132 -0.035 -0.416 0.070 -0.146 -0.048 -0.032 0.109 0.083 0.076 0.099 0.066 0.106 0.047 0.102 0.101 0.050 0.093 0.094 0.101 -0.052 -0.281 -0.266 0.133 -0.370 0.752 -0.288 -0.252 -0.050 0.091 0.088 0.073 0.117 0.086 0.102 0.118 0.054 0.094 0.090

=====

Computed, not measured: C25H33GeN4W as an isolated structure in a non-equilibrium geometry, with ωB97M-V/def2-TZVPD.

```
64
C25H33GeN4W | the OMol25 dataset | ωB97M-V/def2-TZVPD
W 0.64877 -0.53558 0.93024
N -0.81968 -1.45211 2.35114
C -0.75547 -0.94804 3.76469
C -0.06917 0.38619 3.73387
N 1.16759 0.25323 2.89162
C 2.19500 -0.64356 3.56731
C 2.23822 -2.08134 3.06600
N 2.26685 -2.14829 1.56770
C 1.72694 1.63752 2.66787
C 2.84659 1.57402 1.66140
N 2.40261 0.72275 0.50013
H -1.70660 -1.17224 1.94250
H -0.83472 -2.46844 2.34909
H -0.20711 -1.67461 4.35826
H -1.75150 -0.86937 4.19646
H 0.20302 0.73256 4.73192
H -0.69531 1.14152 3.26274
H 1.99774 -0.64069 4.63985
H 3.17096 -0.18463 3.43547
H 1.37662 -2.65528 3.39707
H 3.11704 -2.56484 3.49135
H 2.12454 -3.11766 1.29194
H 3.21103 -1.94469 1.24475
H 2.04874 2.06569 3.61906
H 0.90839 2.24253 2.28424
H 3.75460 1.13509 2.06532
H 3.10666 2.57495 1.32178
H 3.20814 0.22910 0.11908
H 2.08452 1.31928 -0.27131
C -0.53931 0.62766 0.28097
Ge -1.27877 0.58415 -1.60090
C -1.66834 -1.30558 -1.26146
C -0.67750 -2.04391 -0.57318
C -0.81315 -3.40268 -0.26976
C -2.01187 -4.02645 -0.57165
C -3.01506 -3.31023 -1.22073
C -2.84650 -1.96332 -1.56613
C 0.55503 0.67424 -2.21599
C 1.13456 1.96191 -2.23266
C 2.44016 2.15028 -2.65089
C 3.20889 1.05169 -3.05549
C 2.66154 -0.21739 -3.05283
C 1.33582 -0.41136 -2.64017
C -2.53643 1.73352 -2.34434
C -3.77258 1.93566 -1.71574
C -4.70084 2.78911 -2.28666
C -4.39994 3.43977 -3.47924
C -3.17666 3.24165 -4.10527
C -2.23665 2.39190 -3.54295
H 0.37327 -1.70716 -0.61341
H -0.00110 -3.97072 0.16906
H -2.15296 -5.07333 -0.33760
H -3.93926 -3.81196 -1.48247
H -3.64718 -1.44305 -2.07895
H 0.54636 2.82865 -1.94181
H 2.85947 3.14838 -2.69163
H 4.22381 1.20402 -3.40029
H 3.24714 -1.05897 -3.40073
H 0.91282 -1.40788 -2.70098
H -4.01915 1.43371 -0.78579
H -5.65797 2.95132 -1.80990
H -5.12832 4.10476 -3.92415
H -2.95670 3.75059 -5.03408
H -1.28764 2.23797 -4.04373
```

Values from the calculation:
- total energy (eV) = -90734.296
- frontier orbital gap (alpha / beta) (Ha) = 0.1976 / 0.1976
- HOMO (alpha / beta) (eV) = -16.4711 / -16.4711
- spin multiplicity = 1
- total charge = +3

Atomic charges from the Löwdin analysis, expressed in e, are listed below: 1.457 -0.031 -0.143 -0.146 -0.282 -0.112 -0.178 -0.049 -0.145 -0.140 -0.037 0.114 0.113 0.121 0.150 0.154 0.132 0.149 0.123 0.107 0.146 0.107 0.108 0.157 0.128 0.124 0.148 0.119 0.065 -0.209 0.975 -0.253 -0.277 -0.063 -0.022 0.014 -0.032 -0.319 -0.130 -0.047 -0.040 -0.050 -0.091 -0.327 -0.105 -0.048 -0.028 -0.043 -0.093 0.030 0.116 0.132 0.137 0.126 0.122 0.129 0.127 0.123 0.106 0.104 0.121 0.126 0.123 0.105

=====

Computed, not measured: C25H33N3O3OsS as an isolated structure, with ωB97M-V/def2-TZVPD.

```
66
C25H33N3O3OsS | the OMol25 dataset | ωB97M-V/def2-TZVPD
Os 0.28543 0.11390 0.77512
C 2.36456 -0.96504 2.81843
N 2.28405 -0.33868 1.47276
C 3.09473 0.93683 1.53676
C 2.60088 2.05603 0.63185
C 1.42886 2.84250 1.21393
N 0.38630 1.92671 1.74820
C -0.38080 2.36984 2.66918
C -1.41401 1.62968 3.38846
C -2.29759 2.36259 4.14600
C -3.26591 1.74131 4.94339
C -3.33278 0.33623 5.03640
C -2.45145 -0.43204 4.34021
C -1.46704 0.17024 3.46972
O -0.67605 -0.57615 2.84256
C 2.88707 -1.24265 0.44432
C 2.29409 -2.65360 0.36393
C 0.79352 -2.83998 0.59248
N -0.02723 -1.76587 0.02173
C -0.96708 -2.07260 -0.81089
C -1.94133 -1.18839 -1.35493
C -2.76348 -1.70360 -2.38228
C -3.72307 -0.92785 -2.97766
C -3.90105 0.38426 -2.51975
C -3.13640 0.89781 -1.49264
C -2.14312 0.12607 -0.89927
O -1.46707 0.68059 0.11468
H 3.41410 -1.13216 3.07120
H 1.83421 -1.90911 2.84121
H 1.91630 -0.29645 3.54834
H 4.12613 0.67621 1.29465
H 3.08572 1.26767 2.57610
H 2.35296 1.66979 -0.35967
H 3.42115 2.76093 0.48644
H 0.97226 3.47216 0.45006
H 1.76756 3.48071 2.03174
H -0.23922 3.40367 2.98316
H -2.23968 3.44377 4.12910
H -3.95806 2.34868 5.50998
H -4.07789 -0.12291 5.67111
H -2.46011 -1.51186 4.39130
H 3.95778 -1.32933 0.64891
H 2.77429 -0.72423 -0.50839
H 2.80185 -3.31151 1.07166
H 2.56024 -3.02801 -0.62673
H 0.56178 -2.87092 1.65724
H 0.48576 -3.80387 0.18334
H -1.02936 -3.11673 -1.11834
H -2.61670 -2.72944 -2.69971
H -4.34436 -1.32513 -3.76683
H -4.66788 1.00425 -2.96597
H -3.29288 1.90105 -1.12062
O 0.85912 0.54827 -1.67345
S 1.57683 0.71680 -3.00993
C 0.30184 1.31547 -4.15114
C 0.25317 0.34756 -5.32875
C 0.44258 -1.04028 -4.72097
C 1.65440 -0.91253 -3.80295
H 0.52372 2.34779 -4.41121
H -0.60960 1.27391 -3.54767
H 1.05562 0.56726 -6.03552
H -0.68806 0.44679 -5.86726
H 0.60004 -1.80913 -5.47571
H -0.44094 -1.31372 -4.13951
H 2.59285 -0.93661 -4.35852
H 1.70845 -1.63689 -2.98938
```

Values from the calculation:
- total energy (eV) = -50360.438
- frontier orbital gap (alpha / beta) (Ha) = 0.2925 / 0.2093
- ⟨S²⟩ = 6.06
- HOMO (alpha / beta) (eV) = -13.6974 / -13.9329
- spin multiplicity = 5
- total charge = +2

Atomic charges from the Löwdin analysis, expressed in e, are listed below: 1.666 -0.044 -0.335 -0.159 -0.170 -0.153 -0.118 -0.047 -0.092 0.006 0.020 -0.019 0.054 -0.311 -0.045 -0.183 -0.140 -0.187 -0.129 -0.044 -0.152 -0.027 -0.054 -0.028 0.005 -0.318 -0.237 0.119 0.077 0.093 0.134 0.129 0.068 0.137 0.140 0.132 0.150 0.133 0.129 0.129 0.135 0.135 0.097 0.126 0.122 0.106 0.129 0.148 0.125 0.117 0.122 0.128 -0.649 0.998 -0.291 -0.211 -0.212 -0.302 0.097 0.093 0.123 0.126 0.125 0.100 0.101 0.083